Record 1
12
Properties=species:S:1:pos:R:3:lowdin_charge:R:1 method="wB97M-V/def2-TZVPD" homo_lumo_gap_ev=10.1320 e_homo_ev=-9.45 smiles="C#CC(=C)OC(=O)O"
C -1.811 1.229 1.339 0.150
C -1.113 0.595 0.587 -0.082
C -0.565 -0.349 -0.376 -0.315
C -1.051 -0.460 -1.616 0.119
O 0.531 -1.157 0.002 0.098
C 1.502 -0.347 0.486 -0.556
O 1.400 0.733 1.076 0.099
O 2.708 -0.897 0.271 0.145
H -2.446 1.879 1.903 0.038
H -0.594 -1.145 -2.323 0.080
H -1.888 0.139 -1.954 0.082
H 3.327 -0.220 0.606 0.142



Record 2
86
Properties=species:S:1:pos:R:3:lowdin_charge:R:1 method="wB97M-V/def2-TZVPD" homo_lumo_gap_ev=6.5650 e_homo_ev=-6.55
Hf -0.507 0.359 0.989 1.186
Se -2.561 1.792 1.967 0.053
Se -3.651 1.603 -0.135 0.011
Te -1.963 0.528 -3.483 0.099
Se -2.227 -0.089 -1.029 -0.184
C 3.605 1.074 -3.045 -0.043
N 2.923 0.303 -2.015 -0.139
C 3.573 -0.903 -1.522 -0.030
C 1.764 0.709 -1.432 -0.431
N 1.317 0.183 -0.337 0.061
N 1.084 1.692 -2.102 0.136
C 0.126 2.539 -1.551 -0.575
N -0.207 3.592 -2.379 0.141
N -0.301 2.370 -0.369 0.010
H 4.680 0.979 -2.898 0.092
H 3.355 2.129 -2.956 0.088
H 3.366 0.727 -4.053 0.096
H 4.282 -1.247 -2.272 0.097
H 2.838 -1.692 -1.362 0.074
H 4.113 -0.723 -0.586 0.090
H 2.010 -0.398 0.121 0.053
H 1.169 1.698 -3.104 0.111
H -0.196 3.342 -3.359 0.065
H -1.120 3.956 -2.142 0.103
H -0.947 3.094 -0.068 0.041
S -2.444 -3.927 2.198 1.034
C -2.675 -2.790 3.449 -0.417
C -2.144 -1.585 3.114 -0.263
C -1.486 -1.546 1.831 -0.350
C -1.593 -2.781 1.248 -0.577
C -1.067 -3.143 -0.077 -0.345
C -1.438 -4.302 -0.756 -0.022
C -0.957 -4.518 -2.033 -0.052
C -0.130 -3.570 -2.617 -0.054
C 0.195 -2.455 -1.868 -0.179
N -0.230 -2.254 -0.624 0.028
H -3.209 -3.053 4.349 0.066
H -2.228 -0.722 3.761 0.063
H -2.119 -5.011 -0.300 0.095
H -1.247 -5.406 -2.580 0.111
H 0.236 -3.674 -3.629 0.106
H 0.819 -1.676 -2.295 0.083
C 4.086 3.143 3.086 -0.025
C 4.118 2.208 1.889 -0.629
C 5.511 1.651 1.671 -0.025
C 3.606 2.916 0.643 -0.013
O 3.275 1.062 2.110 -0.103
Si 1.835 0.869 2.854 0.002
O 0.606 1.613 2.115 -0.409
O 1.392 -0.699 2.491 -0.182
C 1.955 -1.949 3.036 -0.590
C 3.421 -1.734 3.395 -0.029
C 1.838 -2.987 1.944 -0.011
C 1.152 -2.333 4.259 -0.004
O 1.945 1.161 4.442 -0.092
C 1.003 1.831 5.333 -0.614
C 1.634 1.745 6.705 -0.028
C -0.327 1.096 5.292 -0.024
C 0.827 3.279 4.907 -0.026
H 4.829 3.932 2.949 0.094
H 4.308 2.606 4.010 0.095
H 3.109 3.618 3.195 0.077
H 6.219 2.452 1.447 0.091
H 5.504 0.950 0.834 0.075
H 5.855 1.122 2.562 0.093
H 4.180 3.826 0.448 0.095
H 2.552 3.184 0.752 0.087
H 3.698 2.257 -0.226 0.070
H 3.999 -1.396 2.534 0.082
H 3.827 -2.688 3.737 0.096
H 3.549 -1.009 4.203 0.088
H 2.400 -2.677 1.059 0.082
H 0.798 -3.137 1.667 0.059
H 2.253 -3.934 2.295 0.099
H 1.229 -1.565 5.028 0.077
H 1.548 -3.265 4.672 0.098
H 0.103 -2.480 4.000 0.072
H 1.788 0.701 6.986 0.088
H 0.989 2.214 7.451 0.092
H 2.601 2.252 6.713 0.088
H -0.200 0.045 5.555 0.081
H -0.777 1.158 4.299 0.036
H -1.029 1.544 5.998 0.099
H 1.766 3.828 5.003 0.080
H 0.097 3.758 5.564 0.095
H 0.458 3.357 3.883 0.081



Record 3
101
Properties=species:S:1:pos:R:3:mulliken_spin:R:1 method="wB97M-V/def2-TZVPD" homo_lumo_gap_ev="6.8277 / 4.8867" multiplicity=4 s2=3.78 charge=+1 e_homo_ev="-10.77 / -11.08"
Mo -0.259 -1.381 -0.617 1.401
Br -3.168 -2.306 -0.179 0.035
C -3.547 -1.315 -1.779 0.035
C -4.551 -1.758 -2.599 0.034
C -4.831 -1.052 -3.776 -0.018
C -4.103 0.061 -4.100 0.042
C -3.048 0.503 -3.280 -0.019
C -2.225 1.586 -3.663 0.099
C -1.128 1.914 -2.921 0.010
C -0.812 1.186 -1.761 0.120
C -1.580 0.127 -1.302 -0.034
C -2.746 -0.194 -2.074 0.030
H -5.108 -2.649 -2.350 0.001
H -5.615 -1.404 -4.427 -0.001
H -4.311 0.608 -5.008 0.001
H -2.461 2.116 -4.570 -0.001
H -0.487 2.726 -3.230 0.003
H 0.082 1.467 -1.207 -0.052
N -0.647 -2.331 2.385 0.180
C 0.580 -2.826 3.035 0.001
C 1.749 -1.888 2.738 -0.003
N 1.891 -1.688 1.297 -0.033
H -1.445 -2.465 3.000 0.006
H -0.824 -2.935 1.580 -0.033
H 0.823 -3.830 2.678 0.003
H 0.437 -2.887 4.116 0.000
H 2.653 -2.307 3.200 0.007
H 1.550 -0.910 3.180 0.020
H 2.031 -2.611 0.882 0.001
H 2.754 -1.182 1.121 0.004
C 0.702 0.057 5.223 0.045
Si -0.919 0.544 4.303 0.189
C -2.386 -0.542 4.889 0.027
C -1.276 2.283 5.042 0.025
Ge -0.581 0.329 1.471 0.249
Si 1.423 2.157 1.360 0.157
C 1.189 3.459 2.750 0.064
C 3.150 1.349 1.544 0.021
C 1.526 3.218 -0.242 0.030
Si -3.001 1.814 1.251 0.255
C -4.422 0.658 1.801 0.031
C -2.948 3.331 2.421 0.072
C -3.385 2.636 -0.442 0.083
H 0.627 0.395 6.253 0.006
H 1.581 0.536 4.803 0.001
H 0.882 -1.011 5.251 -0.002
H -2.259 -0.760 5.947 0.004
H -2.498 -1.488 4.374 -0.005
H -3.321 -0.002 4.786 -0.001
H -0.820 2.335 6.027 0.003
H -2.338 2.443 5.182 0.002
H -0.889 3.116 4.474 -0.004
H 1.202 3.032 3.745 -0.007
H 0.263 4.011 2.626 -0.013
H 1.993 4.188 2.701 0.005
H 3.230 0.702 2.411 0.002
H 3.908 2.120 1.649 0.002
H 3.406 0.774 0.658 -0.003
H 0.579 3.683 -0.501 0.005
H 1.874 2.648 -1.098 -0.007
H 2.243 4.021 -0.085 0.002
H -4.383 0.459 2.866 -0.005
H -4.425 -0.296 1.285 -0.005
H -5.370 1.149 1.597 0.005
H -3.287 3.081 3.418 -0.002
H -3.617 4.091 2.028 0.007
H -1.966 3.779 2.499 -0.021
H -3.653 1.931 -1.219 -0.018
H -2.552 3.233 -0.802 0.002
H -4.230 3.308 -0.313 0.006
F 2.320 -4.158 -0.123 0.000
Te 0.468 -4.719 -1.012 0.001
F -0.539 -3.875 -2.620 0.007
F 0.353 -5.202 0.961 0.000
F 1.882 -3.182 -2.389 0.000
F -1.469 -4.963 -0.580 0.000
O 0.147 -3.007 -0.336 -0.023
C 6.241 -0.616 -0.925 0.002
C 5.414 0.389 -1.401 0.000
C 4.093 0.117 -1.707 -0.001
C 3.574 -1.170 -1.570 0.021
C 4.425 -2.174 -1.104 0.003
C 5.740 -1.897 -0.774 0.000
Si 1.781 -1.544 -2.106 -0.061
C 1.381 -0.891 -3.846 0.010
C 1.544 0.463 -4.132 0.005
C 1.362 0.951 -5.412 -0.001
C 0.984 0.095 -6.433 0.002
C 0.775 -1.245 -6.158 -0.001
C 0.968 -1.734 -4.878 -0.006
H 7.272 -0.406 -0.687 0.000
H 5.804 1.385 -1.537 0.000
H 3.469 0.911 -2.087 0.002
H 4.067 -3.185 -1.003 0.001
H 6.373 -2.686 -0.398 0.000
H -0.829 -1.717 -2.030 -0.006
H 1.837 1.142 -3.345 0.001
H 1.519 2.000 -5.617 -0.001
H 0.857 0.471 -7.438 0.000
H 0.466 -1.915 -6.947 0.000
H 0.808 -2.781 -4.676 0.000



Record 4
22
Properties=species:S:1:pos:R:3:lowdin_charge:R:1 method="wB97M-V/def2-TZVPD" homo_lumo_gap_ev="8.5126 / 8.5113" e_homo_ev="-7.73 / -7.73"
C -0.276 3.680 -0.971 -0.028
C -0.594 2.602 -1.661 0.093
C -0.510 0.778 -0.393 -0.135
C -1.859 0.332 -0.208 -0.123
C 0.502 -0.807 2.031 -0.053
C 1.809 -2.085 0.207 -0.057
C 0.631 -1.124 0.553 -0.360
N 0.599 0.179 -0.171 -0.278
O 1.709 0.733 -0.413 -0.099
H -0.286 4.512 -1.567 0.021
H 0.131 3.805 0.000 0.061
H -1.159 2.310 -2.465 0.027
H -2.293 1.286 0.162 0.080
H -2.441 0.307 -1.212 0.102
H -2.114 -0.618 0.413 0.109
H 1.324 -0.307 2.400 0.046
H -0.408 -0.169 2.248 0.100
H 0.585 -1.754 2.639 0.101
H 1.865 -2.209 -0.926 0.094
H 1.580 -3.104 0.644 0.089
H 2.817 -1.702 0.541 0.090
H -0.273 -1.654 0.215 0.120



Record 5
23
Properties=species:S:1:pos:R:3:lowdin_charge:R:1 method="wB97M-V/def2-TZVPD" homo_lumo_gap_ev="7.1557 / 7.1548" e_homo_ev="-7.24 / -7.24"
C -0.218 2.670 -0.917 -0.527
C 2.036 -1.450 -0.350 0.002
C -1.254 0.848 0.183 0.021
C 2.116 -0.055 -0.481 0.003
C -0.074 0.024 0.019 -0.214
C 0.880 -2.070 0.081 -0.300
C -1.252 2.124 -0.188 -0.248
C 0.775 -3.539 0.437 -0.009
C -2.513 2.963 0.058 -0.015
N -0.018 3.394 -1.815 0.136
N -0.193 -1.276 0.190 0.185
N 1.036 1.939 -0.185 0.079
N 1.083 0.700 -0.239 -0.108
H 2.830 -2.124 -0.662 0.117
H -2.162 0.395 0.684 0.143
H 3.079 0.511 -0.594 0.156
H 0.328 -4.069 -0.386 0.087
H 0.279 -3.595 1.379 0.081
H 1.654 -4.046 0.490 0.039
H -2.534 3.715 -0.625 0.032
H -2.453 3.593 1.024 0.119
H -3.340 2.322 0.183 0.057
H 1.877 2.567 -0.206 0.166



Record 6
24
Properties=species:S:1:pos:R:3:lowdin_charge:R:1 method="wB97M-V/def2-TZVPD" homo_lumo_gap_ev=8.6565 charge=+1 e_homo_ev=-11.75
C -1.259 1.170 0.396 -0.170
C -1.533 0.785 -1.037 -0.261
C -0.309 0.381 -1.825 -0.495
S 0.890 1.755 -1.937 0.832
C 2.450 0.846 -2.110 -0.396
N -0.599 0.035 1.160 0.188
H -0.587 2.013 0.493 0.107
H -2.139 1.487 0.953 0.134
H -2.155 1.545 -1.514 0.129
H -2.256 -0.050 -1.031 0.126
H -0.601 0.039 -2.804 0.082
H 0.240 -0.450 -1.368 0.073
H 2.312 -0.090 -2.642 0.042
H 2.951 0.679 -1.146 0.038
H 3.079 1.485 -2.701 0.023
H 0.397 0.061 0.952 0.120
H -0.705 0.289 2.140 0.156
H -1.088 -0.851 0.978 0.120
H 2.413 -0.118 3.195 0.065
H 1.904 -1.380 2.519 0.061
O 1.808 -0.420 2.508 -0.045
H -2.076 -3.572 1.061 0.072
H -1.616 -2.786 2.356 0.050
O -1.520 -2.853 1.404 -0.051



Record 7
19
Properties=species:S:1:pos:R:3:lowdin_charge:R:1 method="wB97M-V/def2-TZVPD" homo_lumo_gap_ev=9.6690 e_homo_ev=-8.60 smiles="C/C=C/O.C=CC"
C -2.022 -1.913 -0.581 -0.119
C -1.292 -0.848 0.187 -0.162
C -1.540 0.421 -0.133 -0.248
O -1.202 1.563 0.515 -0.006
H -1.427 -2.440 -1.335 0.069
H -2.872 -1.446 -1.091 0.069
H -2.430 -2.655 0.111 0.070
H -0.680 -1.120 1.047 0.093
H -2.100 0.644 -1.036 0.123
H -0.659 1.339 1.281 0.090
C 1.990 -0.427 0.847 -0.034
C 1.852 0.885 0.668 -0.258
C 1.725 1.539 -0.684 -0.109
H 2.021 -1.108 -0.003 0.067
H 2.073 -0.874 1.835 0.055
H 1.825 1.535 1.545 0.094
H 0.752 1.314 -1.133 0.058
H 2.499 1.174 -1.366 0.076
H 1.812 2.626 -0.617 0.072



For each record above, in turn, the calculated total energy values are -418.5604, -9816.9562, -8117.6101, -404.2627, -567.7961, -765.1942, -310.9891 a.u..